--- P ---
C14H16N2O3S | ωB97M-V/def2-TZVPD

```
36
C14H16N2O3S (ωB97M-V/def2-TZVPD)
C -3.51301 -1.54349 1.69231
C -2.86280 -1.02126 0.41921
H -3.58677 -0.95687 -0.39552
H -2.02586 -1.66608 0.13057
O -2.38117 0.31103 0.59540
C -1.16333 0.46125 1.10400
O -0.43934 -0.45048 1.42102
C -0.79170 1.91981 1.21631
H 0.01233 2.01789 1.94456
H -1.67294 2.47588 1.53993
C -0.38522 2.53857 -0.14045
O -1.19419 2.73205 -1.01989
C 0.89574 3.36960 -0.05795
H 1.17462 3.70909 -1.05580
H 0.72734 4.23146 0.58862
S 2.27792 2.44228 0.66673
C 1.85545 0.92026 -0.07075
N 0.76904 0.95127 -0.82055
C 0.36094 -0.13288 -1.47186
C 1.04447 -1.33567 -1.32912
C 2.16608 -1.41845 -0.51607
C 2.60561 -0.24668 0.11637
C 3.75695 -0.23429 0.92888
N 4.70238 -0.23054 1.57792
C 2.88651 -2.70574 -0.29956
H 2.60240 -3.11591 0.67015
H 2.63099 -3.42997 -1.06894
H 3.96381 -2.55077 -0.28628
H 0.69050 -2.21224 -1.84960
C -0.81272 0.01083 -2.37791
H -1.33969 -0.93342 -2.48690
H -0.46131 0.32645 -3.36070
H -1.48225 0.78436 -2.01042
H -2.77383 -1.60733 2.48725
H -3.92413 -2.53286 1.51349
H -4.31285 -0.87714 2.00556
```

Properties
highest occupied orbital energy	-0.3239	Eh
molar mass	292.36	u
LUMO energy	0.10	eV
charge	0



--- Q ---
C14H16N2O3S | ωB97M-V/def2-TZVPD

```
36
C14H16N2O3S (ωB97M-V/def2-TZVPD)
C 5.69355 0.65153 3.34986
H 6.61413 0.36406 3.85299
H 5.95616 1.29937 2.51734
H 5.07956 1.21226 4.05096
C 4.95793 -0.59485 2.87082
C 3.58468 -0.34892 2.30416
C 2.68184 -1.40695 2.24803
C 1.41571 -1.24522 1.72250
C 1.03665 -0.00483 1.22865
C 1.91919 1.06270 1.27731
C 3.18140 0.88657 1.81478
H 3.85261 1.72967 1.84270
H 1.61659 2.02689 0.89996
N -0.26066 0.18309 0.68488
C -1.10418 1.20675 1.05446
O -0.88528 2.05176 1.87943
C -2.36043 1.02444 0.21713
N -2.09197 -0.19052 -0.50478
C -0.83040 -0.62627 -0.28054
S -0.12330 -1.90162 -1.02215
C -2.90661 -0.66618 -1.58021
C -2.86589 0.26917 -2.78686
O -2.32161 1.34007 -2.80036
O -3.52908 -0.25852 -3.80981
C -3.56012 0.51174 -5.00797
H -4.03039 1.47947 -4.82388
H -4.13861 -0.06647 -5.72301
H -2.54604 0.67560 -5.37626
H -3.94521 -0.77665 -1.25322
H -2.52342 -1.64618 -1.88438
H -3.24814 0.93977 0.85212
H -2.48746 1.87736 -0.45948
H 0.72691 -2.07469 1.69220
H 2.97481 -2.37535 2.62717
H 4.86396 -1.29639 3.70385
H 5.55962 -1.09196 2.10261
```

Properties
highest occupied orbital energy	-0.3119	Eh
molar mass	292.36	u
LUMO energy	0.62	eV
charge	0



Most stable = Q



--- P ---
C3H12NOS2 | ωB97M-V/def2-TZVPD

```
19
C3H12NOS2 (ωB97M-V/def2-TZVPD)
N 1.65615 -6.41189 -0.03507
C 2.39182 -5.14846 -0.20472
C 2.09683 -4.06167 0.85799
S 0.30094 -3.82493 1.09066
S -0.38420 -3.60692 -1.98016
C -1.99602 -3.38686 -1.19257
H 0.15530 -3.56811 -0.64391
H 2.06564 -7.04846 0.65046
H 0.68331 -6.18607 0.17394
H 3.46948 -5.32467 -0.23968
H 2.12363 -4.78975 -1.21941
H 2.55396 -3.08847 0.53817
H 2.44528 -4.32165 1.80648
H -1.99045 -2.51293 -0.54742
H -2.78521 -3.17639 -1.99114
H -2.26645 -4.28021 -0.64258
H -3.52867 22.79675 0.69717
H -3.06901 23.81694 1.52418
O -3.92232 24.12374 1.35761
```

Properties
highest occupied orbital energy	-0.4445	Eh
molar mass	142.27	u
LUMO energy	-8.90	eV
charge	+1



--- Q ---
C3H12NOS2 | ωB97M-V/def2-TZVPD

```
19
C3H12NOS2 (ωB97M-V/def2-TZVPD)
N 1.20020 0.53070 0.78185
C 1.55635 -0.50252 -0.28186
C 2.65120 -1.37681 0.29199
C 0.28081 -1.30424 -0.55819
S -1.22096 -0.28005 -0.93491
S -2.07312 -0.12868 0.94279
H 1.99145 0.63980 1.40630
H 0.37573 0.22248 1.31050
H 0.85718 1.44350 0.33824
H 1.85650 0.03011 -1.18083
H 3.56132 -0.79433 0.45308
H 2.84426 -2.21894 -0.37192
H 2.39656 -1.81546 1.25953
H 0.01573 -1.83324 0.35690
H 0.42877 -2.00902 -1.37148
H -2.54243 -1.36973 1.14070
H -0.16154 2.98442 -0.86963
H 1.32665 3.49032 -0.62780
O 0.65698 2.84724 -0.38418
```

Properties
highest occupied orbital energy	-0.4786	Eh
molar mass	142.27	u
LUMO energy	-2.96	eV
charge	+1



Most stable = Q



--- P ---
C3HN3O2 | ωB97M-V/def2-TZVPD

```
9
C3HN3O2 (ωB97M-V/def2-TZVPD)
C 1.16616 -0.52858 -1.81172
C 0.40558 -0.02328 -0.73379
C -1.00190 0.28723 1.36699
H -1.49220 0.83233 2.35533
N 1.71009 -0.93285 -2.75846
N 0.56099 1.15914 -0.20203
N -1.38999 -0.73816 0.72828
O 0.13057 1.18684 1.14627
O -0.08930 -1.24267 -0.09086
```

Properties
highest occupied orbital energy	-0.4000	Eh
molar mass	111.06	u
LUMO energy	-1.17	eV
charge	0



--- Q ---
C3HN3O2 | ωB97M-V/def2-TZVPD

```
9
C3HN3O2 (ωB97M-V/def2-TZVPD)
C -1.23592 -2.61486 -0.10433
C 0.50144 -0.45463 -1.72208
C -0.83203 2.12040 0.31839
N -1.97478 -2.97884 0.68031
N 1.61901 0.17969 0.31785
N 1.08395 -0.25510 -0.70070
O -0.46118 2.46336 -0.70839
O -1.20704 1.79591 1.34876
H 2.50655 -0.25592 0.57017
```

Properties
highest occupied orbital energy (spin up / spin down)	-0.3775 / -0.3771	Eh
molar mass	111.06	u
LUMO energy (spin up / spin down)	-5.35 / -5.36	eV
charge	0



Most stable = P